Record 1
The following is a DFT calculation (ωB97M-V/def2-TZVPD) of a structure of composition C54H43ClN3O2OsP3Te.

HOMO-LUMO gap   5.67 eV
ΔE to the lowest compared entry with this formula, charge and spin   10.3 kcal per mole
2S+1   1
E_HOMO   -12.54 eV
Net charge   +2

Element x y z (Å)
1 C 3.134 -1.432 4.289
2 C -4.854 0.956 -4.945
3 C -0.701 -2.386 -6.374
4 H -1.577 6.286 -0.567
5 C -0.328 -4.357 -1.442
6 H 1.196 -5.880 2.681
7 H -2.964 0.038 -4.498
8 O 0.402 -1.463 1.142
9 C -3.051 1.308 -0.492
10 Cl -1.191 1.851 2.444
11 H 1.999 -0.512 -7.219
12 C 1.203 -0.923 -6.613
13 H 0.865 6.565 -0.821
14 H 3.962 -5.595 -0.575
15 H -6.881 1.105 -0.017
16 H -1.782 -5.283 -0.168
17 C 0.311 -1.838 -7.155
18 C -3.594 3.354 -4.766
19 H -1.972 3.297 4.753
20 C 1.656 -5.306 1.887
21 C 0.873 2.454 6.411
22 C 0.066 -3.187 -2.066
23 N 2.087 -1.171 -0.336
24 N -5.579 2.056 -5.146
25 H -5.386 -0.234 1.425
26 C 0.712 3.186 -0.781
27 C 2.835 -3.829 -0.159
28 H 0.270 -5.253 -1.548
29 P -1.260 1.321 -0.735
30 H 0.546 -3.512 2.323
31 H 0.411 -2.138 -8.190
32 C -1.073 0.787 -2.518
33 C -0.373 3.028 6.176
34 P 1.656 0.528 2.869
35 H 6.718 2.803 1.724
36 C -1.004 2.857 4.955
37 C 2.059 -3.239 5.462
38 H -3.168 -3.248 0.049
39 C 1.079 -0.544 -5.286
40 H -2.938 -0.090 1.139
41 C -2.861 2.196 -4.557
42 C -3.497 0.968 -4.651
43 Os 0.198 0.569 1.003
44 C -5.808 1.161 -0.150
45 H -1.388 -3.104 -6.800
46 C 0.050 -1.076 -4.510
47 C 1.900 -1.000 3.819
48 C 0.820 -2.804 5.000
49 C -1.498 4.150 -0.581
50 C 3.211 -2.559 5.102
51 H 6.215 0.471 1.073
52 C 0.439 5.572 -0.765
53 H 0.970 -3.174 -2.666
54 C -4.948 3.226 -5.057
55 H 1.789 0.150 -4.855
56 Te -0.837 2.334 -4.016
57 H -0.223 -1.364 3.808
58 C 0.742 -1.697 4.175
59 C 3.272 1.270 2.558
60 C 1.877 -3.274 0.674
61 C 5.749 2.377 1.948
62 H -2.566 4.042 -0.444
63 H 4.039 -0.894 4.041
64 C 0.891 1.541 4.176
65 C 1.280 -3.984 1.694
66 C -3.904 2.038 -1.325
67 H 5.004 4.165 2.868
68 C 1.266 4.461 -0.819
69 H -0.082 -3.329 5.288
70 H -5.555 4.110 -5.216
71 H -5.384 0.013 -5.031
72 C -4.969 0.415 0.666
73 H 3.277 -3.249 -0.957
74 H 1.353 2.581 7.372
75 H 4.174 -2.890 5.467
76 C -2.259 -3.226 -0.540
77 C -0.833 -2.019 -5.046
78 C -5.276 1.973 -1.144
79 H -3.502 2.654 -2.118
80 H 2.121 -4.105 6.109
81 C -0.678 3.027 -0.685
82 C 3.206 -5.146 0.055
83 H -2.529 -1.191 -1.128
84 C 1.503 1.724 5.419
85 H -5.930 2.553 -1.783
86 N 1.456 -1.895 0.464
87 C 5.468 1.065 1.584
88 H 2.339 4.581 -0.894
89 H 2.800 3.202 3.386
90 H 2.910 -6.916 1.231
91 C 3.546 2.595 2.888
92 C -1.483 -4.371 -0.669
93 O 1.554 0.019 -0.441
94 H -0.862 3.605 6.950
95 H 1.363 2.321 -0.851
96 C -0.349 2.104 4.001
97 C 2.616 -5.887 1.074
98 H 4.022 -0.512 1.599
99 C -0.938 5.415 -0.632
100 C -0.716 -2.032 -1.939
101 P -0.162 -0.572 -2.800
102 H -3.145 4.337 -4.692
103 C 4.787 3.142 2.590
104 C -3.594 0.491 0.500
105 H -1.619 -2.451 -4.440
106 C 4.233 0.514 1.882
107 H 2.478 1.286 5.600
108 C -1.883 -2.055 -1.174

Forces on atoms 1 to 6 (eV/Å):
C 0.0 -0.1 0.0
C -0.1 0.0 0.0
C 0.0 0.0 0.0
H 0.0 0.0 0.0
C 0.0 0.0 0.0
H 0.0 0.0 0.0

These are the Mulliken partial charges, in e, on atoms 1 to 4:
1 C -0.59
2 C -0.53
3 C -0.85
4 H 0.51

***

Record 2
The following is a DFT calculation (ωB97M-V/def2-TZVPD) of a structure of composition C54H44ClCoF3NO4P2.

HOMO-LUMO gap (alpha / beta)   7.83 / 8.16 eV
ΔE to the lowest compared entry with this formula, charge and spin   13.4 kcal per mole
2S+1   2
E_HOMO (alpha / beta)   -10.57 / -10.89 eV
Net charge   +1

Element x y z (Å)
1 C -0.082 1.323 4.967
2 C -2.020 -0.900 -0.709
3 C 1.055 -2.111 4.028
4 C 3.937 2.389 3.692
5 C 4.983 1.867 4.683
6 H -4.427 -2.188 -3.976
7 H -2.165 -1.948 4.352
8 C 2.540 2.007 4.163
9 H 0.881 -2.897 -1.240
10 H 1.113 1.563 -4.747
11 H 4.398 -3.993 2.049
12 C 1.047 3.004 0.293
13 H 4.728 0.530 -1.349
14 H -3.940 -1.705 -5.600
15 C 3.629 -3.755 1.327
16 H -3.121 3.465 -3.057
17 Co -0.203 0.230 0.151
18 H 3.845 4.372 4.583
19 H -2.087 2.362 -0.269
20 H -0.413 -5.104 2.092
21 H 4.815 2.283 5.676
22 C -3.732 0.139 -2.789
23 C 3.073 -1.152 -2.825
24 C 1.064 4.386 0.363
25 C 4.022 3.921 3.607
26 H 6.483 1.853 -0.223
27 C 3.354 -2.428 1.030
28 C 1.655 -3.130 -0.522
29 C 1.710 1.198 3.410
30 C 5.569 1.615 0.302
31 C 2.229 -0.285 -2.133
32 H 0.852 1.361 -2.313
33 C -2.940 0.971 2.813
34 C 3.215 -1.034 -4.199
35 C 1.669 0.808 -4.208
36 H 1.399 -5.240 -0.735
37 C -0.409 -2.980 2.333
38 C 3.283 1.007 1.664
39 H 3.277 4.314 2.914
40 F -1.058 6.978 1.193
41 H -2.787 -2.272 -2.120
42 H -2.757 0.402 -6.005
43 C -2.740 -1.084 4.045
44 H -4.467 -1.669 5.165
45 C -4.039 -0.926 4.507
46 C -2.182 -0.136 3.193
47 C 2.932 -4.767 0.689
48 H 1.464 -1.281 4.589
49 H -2.520 1.709 2.140
50 H 2.622 0.030 -5.962
51 H -4.807 2.001 2.995
52 O -0.866 -1.437 -0.704
53 P 2.015 -0.379 -0.339
54 C 2.514 -0.055 -4.889
55 C -2.853 2.006 -4.603
56 N -0.064 2.296 0.080
57 C -2.988 0.684 -4.987
58 C 1.526 0.692 -2.835
59 H 3.870 -1.710 -4.731
60 C 4.588 0.860 -0.328
61 C 4.207 1.811 2.308
62 P -0.475 -0.226 2.585
63 Cl -2.272 3.171 -5.752
64 H 3.922 -1.649 1.521
65 C -0.191 6.575 0.253
66 H 4.946 0.780 4.758
67 C 5.373 2.085 1.592
68 C 2.006 2.461 5.370
69 C 3.419 0.547 0.356
70 C 1.470 -3.402 4.326
71 C -0.001 -4.266 2.638
72 C 0.413 0.848 3.759
73 C 1.946 -4.452 -0.235
74 H 0.339 2.495 6.710
75 C -3.445 -0.277 -4.090
76 C 0.941 -4.479 3.636
77 H 1.992 4.909 0.539
78 C -4.228 1.136 3.289
79 C -3.195 2.422 -3.326
80 H -2.730 -2.277 -4.465
81 O 2.112 0.627 2.237
82 O -4.182 -0.747 -1.816
83 C 0.720 2.127 5.769
84 C -3.647 -1.690 -4.552
85 H 2.606 3.092 6.011
86 H -5.791 0.307 4.499
87 C -1.287 4.347 -0.044
88 H 1.261 -5.485 3.871
89 H 5.007 4.238 3.270
90 F -0.605 7.077 -0.919
91 C -0.128 5.068 0.195
92 H 3.155 -5.801 0.912
93 C 2.367 -2.106 0.104
94 H -2.237 4.841 -0.189
95 C -1.212 2.969 -0.089
96 H 1.965 2.448 0.400
97 H -1.087 1.073 5.280
98 C -3.188 -1.621 -1.341
99 O -2.126 0.238 -0.166
100 C -4.781 0.184 4.135
101 H 2.205 -3.561 5.103
102 H 6.143 2.694 2.049
103 H -3.919 1.744 -1.414
104 F 1.000 7.114 0.534
105 C -3.636 1.474 -2.421
106 H 5.987 2.154 4.371
107 H 3.612 -1.926 -2.294
108 C 0.107 -1.890 3.035
109 H -1.132 -2.825 1.542
110 H -3.650 -2.254 -0.577

Forces on atoms 1 to 6 (eV/Å):
C 0.0 0.0 -0.1
C 0.3 -0.1 0.0
C 0.0 0.0 0.1
C 0.0 0.0 0.0
C 0.0 0.0 0.1
H 0.0 0.0 0.0

These are the Mulliken partial charges, in e, on atoms 1 to 4:
1 C -0.80
2 C 1.20
3 C -0.58
4 C 1.53

***

Record 3
The following is a DFT calculation (ωB97M-V/def2-TZVPD) of a structure of composition C54H45IMoN4O4P2.

HOMO-LUMO gap (alpha / beta)   6.49 / 3.38 eV
2S+1   3
E_HOMO (alpha / beta)   -12.50 / -12.48 eV
Net charge   +2

Element x y z (Å)
1 C -2.475 2.154 -1.309
2 C -0.006 7.127 1.131
3 C 1.387 1.799 3.025
4 O 3.463 -1.205 -2.115
5 C 1.701 -3.322 1.048
6 Mo 1.558 -0.963 0.627
7 I 4.236 -1.359 1.700
8 C -0.131 6.463 2.341
9 C -0.793 4.418 1.177
10 H -2.554 -5.611 -2.728
11 O -2.113 -3.396 1.422
12 H 0.435 -1.478 5.331
13 C 2.805 2.352 0.642
14 H -3.176 0.308 -5.860
15 N 0.816 -2.312 1.689
16 C 2.273 -1.412 -2.306
17 P 1.541 1.291 1.305
18 C 4.927 3.859 -0.510
19 C -1.767 -4.002 5.201
20 C -0.087 1.909 0.414
21 C 3.550 1.832 -0.444
22 C -2.696 2.684 -0.054
23 N -2.070 -5.142 4.480
24 C -2.145 0.335 -5.628
25 C 1.744 -5.309 -0.397
26 H 0.007 7.017 3.282
27 H 4.474 5.308 1.020
28 N 1.172 -1.194 -1.405
29 C -2.754 -6.030 2.274
30 C -1.317 -4.464 -5.747
31 C -0.947 -2.731 3.381
32 H 2.546 4.111 1.929
33 H -0.469 4.671 3.296
34 H -1.168 -3.872 -1.902
35 C -2.233 -4.918 3.185
36 H -1.690 1.851 -7.086
37 H -2.908 2.235 -3.453
38 C 0.266 -2.249 2.973
39 H 0.756 1.592 -6.776
40 O -1.121 -0.930 -1.628
41 H -3.085 -5.588 1.282
42 C 0.584 0.078 -5.252
43 H 4.859 -4.054 0.124
44 C -0.016 -1.346 -2.070
45 H -1.964 -6.762 2.033
46 H -0.474 7.083 -0.967
47 H 4.979 2.286 -2.008
48 C 2.276 2.714 3.628
49 H -0.930 1.501 5.467
50 C -3.248 2.571 -2.441
51 H -0.076 -2.329 6.681
52 C 0.231 1.365 3.721
53 C -1.687 -0.537 -4.645
54 H -0.864 4.647 -1.002
55 H -0.473 0.559 3.416
56 C -1.975 -5.008 -3.446
57 C -4.249 3.515 -2.254
58 C -3.786 3.529 0.133
59 C -4.556 3.890 -0.938
60 H -1.914 -4.156 6.300
61 C 1.057 -4.448 0.490
62 H 0.023 -2.790 -5.920
63 C -0.388 -3.216 -3.887
64 H 2.348 -2.020 -4.254
65 H -0.038 -4.351 0.500
66 C -0.058 1.940 4.963
67 C 3.773 -4.158 0.207
68 C -0.430 6.480 -0.023
69 C 4.523 2.666 -1.088
70 H -4.888 3.886 -3.061
71 H 0.888 -1.859 3.783
72 H -1.686 1.500 -1.520
73 H -1.144 -0.345 6.884
74 C 3.081 3.678 1.086
75 C -0.525 5.175 2.347
76 C 3.044 -3.163 0.920
77 H -3.634 -6.525 2.765
78 O -1.451 -0.825 6.091
79 C 4.150 4.390 0.573
80 C -1.259 1.105 -6.414
81 H 0.544 3.479 6.388
82 C 3.117 -5.170 -0.547
83 H 3.289 0.819 -0.730
84 C -0.754 5.129 0.000
85 H 1.154 -5.997 -0.993
86 C -1.129 -2.832 4.815
87 H 1.640 0.128 -4.944
88 H 3.716 -5.833 -1.212
89 C -0.490 -3.490 -5.253
90 H -1.440 -4.614 -6.796
91 H -2.769 -5.988 -5.195
92 H 2.286 4.342 5.029
93 C -2.095 -5.225 -4.804
94 N 1.729 -1.807 -3.537
95 H 5.766 4.416 -0.883
96 H 0.366 8.155 1.145
97 C 0.266 -1.868 -3.510
98 H -5.337 4.546 -0.675
99 H -2.484 -1.098 -4.105
100 C -1.763 -3.674 2.570
101 P -1.471 2.712 1.362
102 C -0.304 -0.767 -4.459
103 C 0.700 3.021 5.418
104 H 0.327 2.678 -0.249
105 C -1.165 -4.007 -2.955
106 H 3.327 2.919 3.260
107 H -0.367 1.110 -0.212
108 C -0.498 -1.837 5.746
109 H -4.160 3.876 1.110
110 C 1.786 3.453 4.686
111 C 0.158 0.931 -6.202

Forces on atoms 1 to 6 (eV/Å):
C -1.3 0.4 -2.2
C -0.5 0.4 0.0
C -0.3 -0.7 0.5
O -1.2 -0.2 0.8
C -2.9 -0.6 1.9
Mo 1.5 -0.6 -1.4

These are the Mulliken partial charges, in e, on atoms 1 to 4:
1 C -0.29
2 C -0.53
3 C 0.88
4 O -0.67

***

Record 4
The following is a DFT calculation (ωB97M-V/def2-TZVPD) of a structure of composition C54H46AsCl5N2O3P2PbSe2.

HOMO-LUMO gap   7.15 eV
ΔE to the lowest compared entry with this formula, charge and spin   0.4 kcal per mole
2S+1   1
E_HOMO   -7.45 eV
Net charge   0

Element x y z (Å)
1 H 7.107 -1.616 1.827
2 H 2.164 0.855 -5.422
3 C -3.676 -0.217 -1.866
4 H -7.043 -0.042 -2.189
5 H 0.255 -7.098 -1.215
6 C -2.538 -2.545 -0.728
7 C 1.564 5.206 -3.875
8 P -2.376 -0.730 -0.704
9 N 0.251 -2.092 2.766
10 H 1.479 3.354 3.869
11 H 4.969 -2.009 3.024
12 C 1.812 2.993 -2.066
13 C -2.777 -5.321 -0.795
14 C 2.944 1.749 3.993
15 H 3.496 -3.286 -3.070
16 Se 2.159 2.978 1.486
17 H -4.855 1.773 0.203
18 H -3.994 0.991 -5.016
19 H -3.540 -5.048 -2.783
20 H 2.382 2.158 6.031
21 C -5.996 0.041 -2.450
22 C -2.138 -3.313 0.363
23 H -3.329 -2.605 -2.732
24 C -2.201 4.572 -0.058
25 H -6.387 0.816 -4.415
26 O 4.167 3.033 5.734
27 C 4.170 1.257 3.216
28 H 0.226 -3.110 -2.751
29 O 2.295 -0.526 4.442
30 C -1.940 3.426 0.683
31 C 2.457 -0.053 -4.911
32 C 1.488 -3.438 -1.035
33 Cl 4.454 3.372 -1.780
34 H -2.878 -6.399 -0.818
35 H 1.829 -6.402 0.562
36 H -4.905 -0.603 2.509
37 C 2.436 3.076 3.421
38 H -1.937 -5.278 1.181
39 As 2.066 -1.579 -1.031
40 H -0.980 3.318 1.181
41 C 3.774 -1.629 -0.122
42 C 0.460 4.424 -3.558
43 H 2.627 -4.089 0.672
44 H 1.582 0.565 2.849
45 H -0.547 -5.434 -2.865
46 C -4.360 3.680 -0.639
47 H -1.453 5.351 -0.134
48 H 1.650 -1.204 4.188
49 Pb 0.326 0.558 0.251
50 C 6.163 -1.377 -0.084
51 Cl -1.083 4.790 -4.243
52 C 4.967 -1.385 -0.790
53 Cl 1.411 6.556 -4.937
54 H -6.001 1.324 6.160
55 C -5.626 0.520 -3.704
56 H -1.674 -2.856 1.231
57 H -2.541 2.642 4.023
58 H 5.022 2.856 5.331
59 C 1.479 -5.682 -0.168
60 C 1.845 0.698 3.901
61 H 5.098 1.656 3.626
62 C -3.020 -3.184 -1.871
63 C -4.109 2.552 0.121
64 C -2.886 2.408 0.774
65 H 4.971 -1.179 -1.852
66 H 3.151 3.871 3.614
67 C -5.556 0.262 4.352
68 C -3.312 0.246 -3.124
69 C -4.702 0.147 3.262
70 H -3.158 -1.201 1.407
71 H -2.266 0.330 -3.391
72 C 6.171 -1.616 1.283
73 H 0.948 1.059 4.425
74 H 4.056 -2.988 -5.451
75 H 3.389 -0.921 -6.634
76 C -3.391 1.973 4.109
77 C 0.590 3.349 -2.696
78 C 2.145 -0.213 -3.565
79 C 1.928 -4.369 -0.104
80 C 0.582 -3.827 -2.019
81 H 4.209 0.171 3.270
82 C 3.777 -1.834 1.257
83 C -2.260 -4.695 0.329
84 H -5.303 3.778 -1.164
85 H 7.090 -1.180 -0.607
86 C -3.406 4.689 -0.730
87 Se 4.161 1.760 1.315
88 C -3.615 1.003 3.132
89 P -2.419 0.952 1.759
90 O 1.922 2.023 -1.238
91 C 2.525 -1.371 -2.900
92 H -4.069 2.855 5.937
93 C 3.298 1.940 5.478
94 H -5.308 -0.692 -0.555
95 C -5.333 1.234 5.313
96 C 4.977 -1.843 1.953
97 Cl 4.190 5.810 -3.719
98 C 2.801 4.870 -3.318
99 C -4.249 2.094 5.188
100 H 2.846 -1.968 1.798
101 C 3.144 -1.048 -5.587
102 C 0.595 -6.072 -1.162
103 C 2.924 3.798 -2.453
104 Cl -0.772 2.334 -2.346
105 C 3.521 -2.210 -4.923
106 N -3.074 -0.368 0.832
107 C 0.264 -1.301 1.918
108 H -6.399 -0.410 4.444
109 H 1.630 0.573 -3.030
110 C -5.026 -0.329 -1.536
111 C 0.146 -5.140 -2.087
112 H -3.603 5.566 -1.334
113 H 3.707 1.007 5.875
114 C -3.146 -4.564 -1.897
115 C -4.287 0.617 -4.043
116 C 3.209 -2.375 -3.583

Forces on atoms 1 to 6 (eV/Å):
H 0.0 0.0 0.0
H 0.0 0.0 0.0
C 0.1 -0.1 -0.1
H 0.0 0.0 0.0
H 0.0 0.0 0.0
C -0.1 0.0 -0.2

These are the Mulliken partial charges, in e, on atoms 1 to 4:
1 H 0.39
2 H 0.51
3 C 0.63
4 H 0.42

***

Number 1: F_max 2.014 eV/Å, total energy -115393.1758 eV. Number 2: F_max 0.645 eV/Å, total energy -143270.3779 eV. Number 3: F_max 4.109 eV/Å, total energy -99391.2023 eV. Number 4: F_max 0.625 eV/Å, total energy -343837.2879 eV.